Record 1
Molecular formula: C3H11N3O2
Method: DFT, ωB97M-V with the def2-TZVPD basis set

Last column: natural (NBO) charge in e.
Geometry (Å):
O -0.47882 1.67382 0.89840  -0.642
C -0.09201 0.97698 -0.02202  0.653
N 0.92679 0.09251 0.11334  -0.653
C 1.71236 0.01693 1.36003  -0.056
N 0.95808 -0.27172 2.55254  -0.825
C -0.76612 1.05784 -1.38762  -0.309
N -2.15067 0.62320 -1.34806  -0.834
H 1.34624 -0.34701 -0.69077  0.409
H 2.40367 -0.81377 1.25242  0.193
H 2.26703 0.94746 1.47640  0.188
H 0.57482 -1.20940 2.52734  0.349
H 0.16050 0.34970 2.62975  0.383
H -0.25671 0.49978 -2.17224  0.189
H -0.75598 2.12178 -1.62396  0.221
H -2.71448 1.14746 -0.69340  0.379
H -2.30186 -0.36951 -1.25254  0.356
H -0.22593 -1.94609 -0.44374  0.475
H -0.54586 -2.06456 -1.94678  0.467
O -0.06104 -2.48541 -1.22908  -0.942

Cartesian forces (eV/Å) of the 2 atoms listed first:
-0.1 0.1 0.2
0.4 -0.1 -0.4

Calculated values
- E: -11855.0536 eV
- SMILES string: NCNC(=O)CN.O
- Strongest force on any atom: 0.6 eV Å⁻¹
- E_LUMO: 0.593 eV

---

Record 2
Molecular formula: C3H4OS
Method: DFT, ωB97M-V with the def2-TZVPD basis set

Last column: natural (NBO) charge in e.
Geometry (Å):
C -1.20912 -0.85407 -0.29169  0.874
C -0.34044 0.08297 0.34271  -0.542
C 0.86140 0.42585 -0.49695  -0.629
O -1.99552 -1.67005 -0.58179  -0.347
S 0.01549 -0.86055 1.97515  -0.387
H -0.92785 0.97057 0.77259  0.322
H 1.58054 -0.31909 -0.51727  0.237
H 1.28586 1.19871 0.29081  0.246
H 0.72965 1.02566 -1.49358  0.225

Cartesian forces (eV/Å) of the 2 atoms listed first:
-3.3 -2.9 1.1
-0.9 0.2 0.8

Calculated values
- E: -16055.7038 eV
- Strongest force on any atom: 5.3 eV Å⁻¹
- E_LUMO: -0.652 eV

---

Record 3
Molecular formula: C19H23NOPW
Method: DFT, ωB97M-V with the def2-TZVPD basis set

Last column: natural (NBO) charge in e.
Geometry (Å):
C -1.43294 -0.96616 -5.59082  -1.070
W -2.14400 -0.95508 -3.63374  1.408
N -1.43182 1.14536 -3.06047  -1.059
H -0.95739 -1.81938 -2.71663  -0.153
H -3.65899 -1.56277 -3.22364  -0.210
H -1.31469 -2.04910 -5.86764  0.253
H -0.44816 -0.47892 -5.60492  0.251
H -2.10839 -0.50096 -6.36001  0.254
H -0.46748 1.25552 -2.67052  0.454
H -2.03668 1.37806 -2.25844  0.446
H -1.56049 1.85510 -3.79831  0.406
O -0.81359 0.23694 -0.73608  -1.204
P -0.00376 0.14599 0.53871  1.908
C 1.71877 0.16742 -0.03977  -0.433
C 2.56415 -0.86091 0.39355  -0.185
C 3.88241 -0.94006 -0.05965  -0.200
C 4.34785 -0.04267 -1.02543  -0.181
C 3.48300 0.93146 -1.53528  -0.232
C 2.15656 0.99564 -1.09615  -0.124
C -0.41151 1.61470 1.53507  -0.340
C 0.10098 2.89601 1.24078  -0.210
C -0.30737 4.01714 1.97353  -0.210
C -1.24677 3.88146 3.00140  -0.179
C -1.81262 2.62861 3.25363  -0.208
C -1.45580 1.52455 2.47219  -0.207
C -0.39789 -1.39829 1.45118  -0.347
C 0.10189 -1.46405 2.76191  -0.217
C -0.06564 -2.59520 3.56584  -0.211
C -0.76785 -3.70124 3.08345  -0.173
C -1.27258 -3.66377 1.77830  -0.215
C -1.10791 -2.52790 0.97251  -0.189
H 2.16836 -1.62549 1.05879  0.229
H 4.53358 -1.72086 0.32882  0.229
H 5.36903 -0.12194 -1.40020  0.230
H 3.84506 1.62601 -2.29671  0.225
H 1.45949 1.66726 -1.60053  0.188
H 0.79497 3.03108 0.41179  0.218
H 0.08837 5.00869 1.73323  0.228
H -1.56274 4.75584 3.57280  0.229
H -2.55592 2.51616 4.04174  0.229
H -2.01222 0.59180 2.56764  0.227
H 0.63894 -0.61212 3.17459  0.226
H 0.35872 -2.60917 4.56846  0.230
H -0.91809 -4.58089 3.71995  0.232
H -1.79872 -4.54615 1.40328  0.229
H -1.54011 -2.52769 -0.02820  0.223

Cartesian forces (eV/Å) of the 2 atoms listed first:
-1.1 -0.8 -0.5
2.6 1.4 0.7

Calculated values
- Charge: +1
- E: -34718.9974 eV
- <S²>: 2.0170
- 2S+1: 3
- Strongest force on any atom: 3.1 eV Å⁻¹
- E_LUMO (spin up / spin down): -4.145 / -3.793 eV

---

In kJ/mol, the relative energy (zero: lowest compared OMol25 entry of this formula, charge and spin) values for the records above are, in order, 66.0, 232.1, 0.0.